Computed, not measured: a molecular structure, C28H84AsF6N8O10 at a distorted geometry, with ωB97M-V/def2-TZVPD.

Values from the calculation:
LUMO level (spin up / spin down) (eV): -8.55 / -8.55
Maximum force (eV/Å): 4.85
Spin multiplicity: 2
Net charge: +4
E (hartree): -5141.06429

XYZ file:
```
137
Properties=species:S:1:pos:R:3:forces:R:3
As 0.44425 -0.13746 0.79036 0.91 1.01 1.53
F -0.17144 -1.62843 0.25913 -0.46 -0.58 0.23
F 2.08348 -0.86101 0.98547 -1.28 0.67 -0.22
F -1.12648 0.72659 0.64334 1.26 -0.73 0.17
F -0.00263 -0.61306 2.51930 0.81 1.07 -2.35
F 1.27591 1.42782 1.39725 -1.37 -1.85 -0.85
F 0.67990 0.21796 -0.92857 0.56 0.44 1.39
O -3.59363 -1.53254 5.47788 -1.18 -1.36 1.59
O -4.58828 -1.90320 0.06051 0.46 -0.17 0.20
O -0.30302 4.23692 4.41429 -3.18 -0.20 -1.78
O -2.72435 -0.89636 3.73452 1.64 0.60 -4.52
O 6.13085 2.79339 3.15258 0.39 0.35 -1.59
O 3.19376 0.39519 -3.86503 -1.83 0.15 -0.72
O -1.20406 2.60700 -3.63740 -0.47 -1.30 -2.34
O 0.40403 -4.13279 2.45129 -0.76 -1.74 -0.90
O -1.87859 -4.78208 -4.25950 0.12 1.30 0.76
O -2.98398 0.49574 5.36289 0.53 1.50 -0.65
N -3.11709 -0.60704 4.84439 -0.58 -1.07 2.72
N -0.34816 -2.38049 -5.10234 0.08 -2.06 0.67
N -2.44729 3.04792 -6.17661 1.13 1.18 1.83
N -1.26961 2.02084 3.09007 -0.07 -0.01 -0.61
N -0.56720 -4.74460 4.99594 0.33 1.11 -0.46
N 1.17253 1.70481 -5.27932 1.40 1.79 -0.32
N 3.97786 1.29393 2.35694 1.34 0.90 2.06
N -4.14463 -3.44801 2.22901 1.39 -0.70 -0.26
C 0.06110 -2.38094 5.68284 0.21 -0.65 -0.84
C 0.94236 -3.43898 3.48873 -0.36 1.04 1.30
C -5.12584 -2.25158 -1.25056 0.96 -0.29 0.66
C 6.06093 -0.07940 2.29546 -0.01 -0.15 0.31
C -1.42199 -3.79582 -3.23702 0.94 -1.53 -1.41
C 1.29007 -4.71512 1.53912 0.15 -0.39 -1.54
C 6.96381 3.85422 3.61802 -0.45 0.49 0.68
C -1.10848 -6.00590 -4.48178 0.64 1.16 0.41
C -2.26756 5.50822 -5.70293 -1.12 1.08 -0.06
C 3.67246 -0.31579 -2.76332 1.25 -0.06 1.00
C -0.19818 5.30484 5.35147 1.34 -0.08 0.98
C -1.44283 2.15319 -2.36626 1.91 -1.31 1.88
C -3.24673 -4.91063 0.33703 -0.47 1.09 -0.30
C 2.27782 2.58316 -4.64257 1.01 -4.35 0.41
C -3.09133 -3.57190 1.11718 -0.07 1.27 -0.67
C -1.72285 4.21526 3.92380 -0.05 0.51 1.75
C 5.07596 0.68869 3.24582 2.81 -1.70 -1.40
C -1.70771 3.86209 -3.88377 -0.30 0.54 -1.22
C 2.86237 1.72132 -3.43544 1.09 0.46 -1.09
C 1.82124 3.92985 -4.45224 -0.50 3.41 0.84
C -3.44433 2.94229 2.42169 0.10 -0.76 0.27
C -3.21212 -2.18044 0.36968 -0.85 -1.92 -1.61
C -2.02168 3.29547 2.78655 1.65 -0.10 -0.58
C 0.25188 -1.83568 -2.81092 -0.09 -0.80 0.89
C -0.15392 -3.00153 -3.70001 -0.66 1.33 -1.08
C 5.92527 1.73512 4.03517 -2.85 1.36 -0.21
C -1.69156 4.17480 -5.39696 0.12 0.03 0.08
C -0.22940 -3.33020 4.47986 0.94 1.18 1.16
H 1.03029 -2.54794 6.15282 -0.12 -0.96 0.34
H 4.39176 2.08649 1.88722 0.51 0.46 -0.43
H 0.60849 -2.34722 -5.42454 0.21 0.70 -0.84
H 7.00619 -0.27549 2.80156 -0.21 -0.08 0.38
H 0.31367 1.74259 -4.74921 -0.85 -0.52 0.46
H 1.45826 -4.02042 0.71620 0.55 0.29 0.11
H 0.09523 4.85656 6.30071 0.17 0.09 0.09
H -1.07845 5.89883 5.59725 -0.27 -0.22 -0.66
H -1.16118 -3.06489 3.98035 0.22 0.55 -0.12
H -2.97030 -4.76872 -0.70774 0.24 0.19 0.03
H -3.77278 2.15837 3.10411 -0.63 0.52 0.50
H -2.26521 -3.15950 -2.96835 -0.05 0.16 -0.66
H -2.37002 3.88907 4.73797 0.16 -0.12 0.51
H -0.85336 -3.05352 -5.66081 -0.36 -0.50 -0.58
H 0.82546 -5.56539 1.03984 -0.38 -0.11 0.35
H 3.84929 2.13982 -3.23807 -0.07 0.70 0.44
H -1.00055 4.51357 -3.37034 -0.76 1.02 0.03
H -1.24358 -4.71683 5.74550 -0.26 0.16 0.52
H -1.15076 -6.37160 -5.50773 -0.70 0.51 -0.10
H -0.31262 2.19114 3.36440 0.44 0.42 -0.13
H -1.93210 6.28577 -5.01665 0.71 -0.03 -0.25
H -1.42726 -6.82547 -3.83775 0.15 0.28 0.27
H 4.57278 0.21124 -2.44745 0.47 -0.32 0.23
H -4.30928 -2.48498 2.48508 0.09 0.77 0.27
H 1.32866 -2.47227 3.16570 -0.48 0.48 0.13
H -2.45073 2.03902 -1.96727 -0.26 0.51 -0.52
H 3.06683 2.57613 -5.39457 0.03 -0.11 -0.01
H 5.19505 2.13144 4.74073 0.18 -0.01 1.02
H 3.52268 0.69521 1.68281 -0.27 -0.66 0.02
H -2.18376 2.28912 -5.56434 0.09 -1.63 -0.10
H -1.54687 3.68760 1.88717 0.35 -0.06 -0.06
H 6.40612 0.48546 1.42951 -0.47 0.38 -0.04
H -3.77575 -3.91587 3.04457 -0.37 -0.13 0.55
H -2.70466 -1.37440 0.89967 -0.67 0.00 0.53
H -0.65522 4.16142 -5.73449 -0.16 -0.43 -0.25
H 1.82760 -3.87350 3.95310 0.02 -0.80 0.20
H -2.63350 -2.29103 -0.54742 0.08 -0.01 -0.30
H -2.08185 -3.52858 1.52603 -0.15 -0.12 0.66
H 4.61390 0.00271 3.95577 -0.16 0.08 -0.19
H 3.91639 -1.36072 -2.95498 -0.02 0.23 -0.68
H 0.70683 -3.62237 -3.94855 -0.23 -0.54 0.74
H 3.32790 1.71212 3.00713 -0.91 0.03 -0.13
H -6.16709 -1.93077 -1.21930 0.35 0.32 -0.38
H -2.63191 -5.73224 0.70452 -0.20 0.15 0.32
H -0.95540 1.17921 -2.32290 -0.34 -0.24 0.00
H -1.14694 -4.25795 -2.28893 0.20 -0.46 0.00
H 8.01660 3.58042 3.54897 -0.07 0.08 0.26
H 0.62177 -2.30898 -1.90138 -0.23 0.36 0.35
H -1.63513 1.40374 3.80118 -1.17 -0.19 1.03
H -2.09825 2.88163 -7.10968 0.13 -0.07 -0.53
H 1.46715 0.78063 -5.56073 0.15 -1.10 0.56
H -0.07065 -5.69387 -4.36496 0.29 -0.70 0.43
H 6.61804 4.14869 4.60889 0.53 -0.46 0.56
H 0.27676 -1.36456 5.35333 -1.03 0.11 -0.36
H -2.07987 5.22465 3.71942 0.35 0.10 -0.36
H -0.59633 -1.18199 -2.60759 -0.10 -0.21 0.22
H 0.99265 2.12658 -6.17924 -0.64 0.37 -0.75
H 5.70894 -1.04933 1.94412 -0.31 0.08 0.03
H -4.10109 3.80686 2.32531 0.01 -0.18 0.33
H 3.04105 -0.32855 -1.87492 -0.70 0.24 -0.12
H -2.13621 5.80177 -6.74441 0.30 0.12 0.13
H -5.10955 -3.30861 -1.51614 -0.10 -0.47 0.74
H 2.31589 1.64335 -2.49556 -0.61 0.47 -0.18
H 0.60882 5.94860 5.00157 -0.14 0.20 0.14
H -2.75645 3.89029 -3.58804 -0.01 0.57 0.63
H -0.99490 -5.22909 4.21976 0.25 -0.63 -0.26
H 0.27256 -5.20213 5.32084 0.26 -0.51 0.13
H 2.64120 4.63783 -4.33173 0.52 -0.32 0.12
H -0.81967 -1.49257 -5.19917 -0.25 1.24 0.25
H -4.46920 -1.85468 -2.02476 -0.41 0.86 -0.12
H -1.30299 1.46209 2.24937 0.27 -0.34 -0.31
H -4.29543 -5.19829 0.26225 -0.03 -0.24 0.24
H -0.77981 2.73839 -1.72904 -0.50 0.33 0.78
H -3.33868 5.58917 -5.51789 -0.30 -0.55 -0.06
H 1.20031 4.18774 -3.59431 -0.24 -0.65 0.11
H -0.77429 -2.46480 6.37795 0.22 0.54 0.18
H 1.05603 -1.16920 -3.12274 0.07 -0.39 -0.67
H 2.22191 -5.10913 1.94473 0.06 0.38 0.36
H -5.02649 -3.85767 1.95589 -0.36 -0.19 -0.15
H 6.81334 1.41842 4.58210 -0.04 -0.68 -0.39
H 6.77185 4.80098 3.11315 0.00 -0.50 -0.90
H -3.45359 3.12916 -6.14694 -0.54 0.35 -0.19
H 1.34857 4.38830 -5.32086 -0.15 -0.44 -0.28
H -3.44798 2.39778 1.47745 0.16 0.30 -0.35
```
Forces are in eV/Å.